# 1
114
Properties=species:S:1:pos:R:3:forces:R:3:lowdin_charge:R:1 method="wB97M-V/def2-TZVPD" smiles=COCCNCCOC.COCCNCCOC.CC(C)O.CC(C)O.CC(C)O.CO.CO.CO.CO.CO total_charge=0 e_lumo_ev=0.41 homo_lumo_gap_ev=9.430
C -1.8773 -0.6376 3.2398 -0.08 -0.45 -0.44 -0.052
C -3.1998 -1.0828 2.5753 1.28 0.89 0.77 -0.440
C -4.2605 0.0139 2.7822 0.24 -0.70 -1.10 -0.044
O -2.8606 -1.3041 1.1907 -0.53 -0.03 -0.21 -0.085
H -2.0645 -0.2842 4.2462 0.01 -0.09 0.31 0.076
H -1.3990 0.2023 2.6984 -0.36 -0.45 0.02 0.086
H -1.1884 -1.4946 3.2597 -0.01 0.43 0.10 0.078
H -3.4819 -2.0532 2.9869 -0.27 0.14 0.20 0.139
H -3.8659 0.9364 2.3313 -0.21 -0.13 0.31 0.083
H -4.5336 0.1574 3.8322 0.21 -0.06 -0.21 0.084
H -5.1405 -0.2819 2.2108 -0.25 0.22 0.12 0.074
H -3.3310 -2.0853 0.8741 -0.06 0.12 -0.04 0.101
C 0.6503 1.1987 -3.4861 0.86 -0.84 -0.21 -0.051
C 2.0977 1.6656 -3.1887 -0.66 -0.30 0.79 -0.505
C 3.0728 1.4474 -4.3050 0.14 0.41 -1.03 -0.063
O 2.0746 3.0609 -2.8587 0.20 -0.52 -0.20 -0.058
H 0.2516 1.6099 -4.4165 0.13 0.14 0.07 0.080
H 0.0278 1.5001 -2.6611 -0.34 0.23 0.27 0.033
H 0.5861 0.0916 -3.5432 0.15 0.50 -0.08 0.083
H 2.4599 1.0775 -2.3214 -0.23 0.26 -0.04 0.120
H 4.0893 1.7928 -4.0552 -0.44 -0.06 0.05 0.082
H 2.7011 2.0603 -5.1437 0.37 -0.23 0.02 0.088
H 3.1446 0.4041 -4.6444 -0.21 0.24 0.24 0.085
H 1.8525 3.1198 -1.9193 0.13 0.12 0.08 0.048
C 4.3976 2.3541 -0.2081 0.35 -0.05 0.56 -0.039
C 3.2167 2.1898 0.7103 -1.35 0.37 -1.09 -0.443
C 3.3835 2.6409 2.1472 -0.29 0.35 -0.26 -0.047
O 2.1191 2.9604 0.0557 0.78 -0.16 0.48 -0.084
H 4.1257 2.0807 -1.2240 0.10 -0.04 -0.01 0.064
H 5.2148 1.7294 0.1639 -0.02 -0.07 -0.21 0.091
H 4.7564 3.3758 -0.1960 -0.01 0.32 -0.08 0.088
H 2.8716 1.1671 0.6134 0.11 -0.51 0.45 0.108
H 3.7595 3.6591 2.1487 0.06 0.23 0.01 0.084
H 4.0597 2.0478 2.7558 0.06 -0.33 -0.15 0.077
H 2.4025 2.6637 2.6278 0.08 -0.11 0.13 0.072
H 1.2942 2.7978 0.5227 0.01 -0.03 0.15 0.080
C 2.6230 -3.8404 0.3056 0.57 0.36 0.31 -0.114
O 2.2699 -4.7641 -0.7192 0.19 -0.34 0.53 -0.125
H 3.5929 -3.4013 0.0024 -0.50 -0.27 0.31 0.101
H 1.8800 -3.0474 0.3648 -0.03 0.12 0.03 0.045
H 2.7074 -4.3070 1.3142 0.06 0.11 -0.75 0.098
H 1.4423 -5.1690 -0.4626 -0.34 -0.25 -0.02 0.089
C -1.3212 -4.4060 -1.8918 -0.26 0.54 -0.20 -0.150
O -1.6648 -4.2349 -0.5267 0.49 -0.30 0.36 -0.141
H -0.2557 -4.3455 -2.0830 0.38 -0.10 0.14 0.051
H -1.6855 -5.3649 -2.2624 -0.11 0.06 0.14 0.083
H -1.7555 -3.5901 -2.4820 -0.13 -0.18 -0.15 0.066
H -0.9766 -3.6666 -0.1219 -0.53 -0.07 -0.42 0.040
C 0.0987 -1.0002 -0.7765 0.34 -0.41 -1.09 -0.137
O -0.3729 -1.9486 0.1529 -0.21 0.32 0.87 -0.176
H 0.9837 -1.4299 -1.2791 -0.28 0.16 0.24 0.085
H -0.6618 -0.8904 -1.5507 0.05 0.41 -0.17 0.068
H 0.3869 -0.0112 -0.3888 -0.26 -0.24 0.32 0.078
H -1.2616 -1.6654 0.4810 0.60 -0.03 0.01 0.053
C -2.4599 1.9921 -0.7271 0.93 -0.62 -0.65 -0.188
O -3.3684 2.9724 -1.1345 -0.49 0.38 0.46 -0.131
H -2.0888 2.1428 0.3078 -0.40 0.29 -0.55 0.079
H -2.8922 0.9753 -0.7614 0.11 0.24 0.04 0.065
H -1.5824 2.0215 -1.4261 -0.37 -0.26 0.70 0.064
H -3.7274 2.7299 -2.0066 0.19 -0.05 -0.13 0.037
C 2.1017 -4.4777 -4.0915 0.39 -0.19 -1.48 -0.200
O 2.2057 -3.5534 -3.0620 -0.30 0.27 0.48 -0.147
H 1.1613 -5.0495 -4.1249 0.11 -0.02 0.35 0.071
H 2.1325 -3.9390 -5.0546 0.09 -0.12 0.34 0.080
H 2.9671 -5.1609 -4.0759 -0.35 -0.09 -0.13 0.083
H 2.2496 -4.0850 -2.2455 0.02 0.44 0.07 0.008
C 5.9146 0.2084 6.3552 0.49 -0.83 -0.18 -0.105
O 5.0725 -0.3289 7.3616 -0.27 1.34 -0.40 -0.201
C 4.9233 -1.7139 7.3563 0.84 -0.66 -0.46 -0.239
C 3.9249 -2.3168 6.3678 -0.02 -0.50 0.51 -0.209
N 2.5531 -1.9476 6.7061 0.08 0.03 -0.77 -0.054
C 2.1226 -0.6516 6.2003 -0.55 0.33 -0.25 -0.194
C 2.2922 -0.2907 4.7006 0.23 -0.65 1.62 -0.239
O 1.5459 -1.2160 3.9218 1.29 1.00 -0.93 -0.188
C 1.7760 -0.8308 2.5487 -0.65 -1.10 0.10 -0.106
H 5.6685 -0.1891 5.3358 0.21 0.29 0.73 0.087
H 6.9728 -0.0290 6.6084 -0.45 -0.06 -0.36 0.093
H 5.8461 1.2939 6.3458 -0.34 -0.02 0.10 0.082
H 4.6142 -1.9670 8.3636 -0.24 -0.16 0.13 0.123
H 5.9185 -2.1761 7.1968 -0.25 -0.02 -0.03 0.123
H 4.0088 -3.4055 6.5404 -0.03 0.33 -0.13 0.124
H 4.1537 -2.1710 5.2993 0.25 0.24 0.24 0.108
H 1.9485 -2.6089 6.2526 -0.23 -0.51 0.00 0.094
H 2.5591 0.1047 6.8542 -0.05 0.26 -0.33 0.113
H 1.0307 -0.6299 6.2975 0.10 0.09 0.46 0.117
H 3.3621 -0.2689 4.4085 -0.46 0.05 -0.13 0.103
H 1.8410 0.6980 4.6076 0.22 0.31 -0.24 0.116
H 2.8500 -0.8709 2.2566 -0.50 0.14 0.39 0.099
H 1.3571 0.1746 2.3511 0.23 -0.33 0.06 0.082
H 1.2329 -1.5870 1.9678 0.10 0.47 -0.11 0.063
C -7.4626 4.9035 -3.2261 0.60 0.83 0.56 -0.117
O -6.5915 4.0648 -3.9242 0.41 -0.02 -0.17 -0.180
C -5.2834 4.6029 -3.9495 0.18 0.07 -0.24 -0.240
C -4.4382 3.6845 -4.7776 0.54 -1.15 0.13 -0.191
N -4.2366 2.4068 -4.0454 -0.06 0.43 0.03 -0.071
C -3.5189 1.4129 -4.8379 -0.11 -0.05 0.24 -0.190
C -3.1306 0.1745 -3.9940 0.76 0.76 -1.29 -0.248
O -4.2967 -0.3110 -3.4224 -0.59 -1.15 1.31 -0.190
C -4.0955 -1.4675 -2.5607 0.40 0.77 -0.82 -0.060
H -8.4579 4.7311 -3.5736 -0.67 -0.08 -0.21 0.077
H -7.1638 5.9577 -3.4065 -0.45 -0.33 0.09 0.092
H -7.4154 4.7298 -2.1424 0.00 -0.02 -0.08 0.093
H -4.8466 4.6892 -2.9453 -0.17 -0.11 0.06 0.126
H -5.2823 5.6172 -4.3792 -0.15 -0.14 -0.05 0.124
H -3.4469 4.0967 -4.9316 0.19 0.33 0.03 0.119
H -4.8615 3.5143 -5.7832 -0.17 0.11 0.25 0.127
H -5.1512 2.0170 -3.8666 -0.23 -0.01 0.23 0.108
H -2.6400 1.9039 -5.2724 0.06 -0.31 0.15 0.117
H -4.1729 1.1102 -5.6650 0.23 -0.30 -0.16 0.120
H -2.3582 0.4552 -3.2509 -0.34 -0.11 -0.04 0.099
H -2.6707 -0.5580 -4.7004 -0.18 0.16 0.45 0.131
H -5.0135 -1.6917 -2.0158 -0.01 0.18 -0.31 0.090
H -3.2995 -1.2685 -1.8313 -0.05 0.07 -0.06 0.063
H -3.7893 -2.3226 -3.1786 -0.14 0.04 0.16 0.083

---

# 2
121
Properties=species:S:1:pos:R:3:forces:R:3:lowdin_charge:R:1 method="wB97M-V/def2-TZVPD" smiles="COCCNCCOC.COCCNCCOC.COCCNCCOC.COCCNCCOC.NC(N)=O.NC(N)=O.O.O.O" total_charge=0 e_lumo_ev=0.07 homo_lumo_gap_ev=8.280
C -2.0267 6.1013 -0.0475 0.73 0.19 -1.06 -0.659
O -2.4700 7.0033 -0.7439 -0.28 -0.25 0.64 0.019
N -1.3192 6.3280 1.1146 -0.35 -0.25 -0.22 0.152
N -2.0510 4.7906 -0.4688 -0.24 0.83 0.76 0.168
H -1.5255 7.1785 1.6043 0.06 0.05 0.00 0.100
H -0.9661 5.5407 1.6285 -0.21 0.11 0.21 0.039
H -1.5922 4.0759 0.0692 0.01 -0.26 -0.36 0.056
H -2.3766 4.6823 -1.4100 0.14 -0.35 -0.03 0.101
C 0.4315 3.8568 2.9028 0.01 0.19 0.18 -0.650
O -0.2956 3.1800 2.1879 -0.18 -0.11 -0.17 0.008
N 0.5802 3.6040 4.2358 0.14 0.15 -0.05 0.167
N 1.0997 4.9584 2.4438 0.05 -0.18 0.45 0.160
H 0.1116 2.8184 4.6449 -0.12 -0.02 -0.13 0.107
H 1.0452 4.2489 4.8478 0.06 -0.08 -0.01 0.098
H 1.7276 5.4396 3.0622 0.13 0.04 -0.19 0.103
H 1.1898 5.1161 1.4549 -0.05 -0.10 -0.05 0.116
C -0.9148 -1.6392 1.9251 0.07 -0.69 0.21 -0.102
O -1.9210 -1.8565 2.8987 0.35 0.44 -0.03 -0.188
C -3.2095 -1.8612 2.3052 0.17 -0.56 0.51 -0.219
C -4.2249 -1.7654 3.4309 -0.18 0.17 0.10 -0.188
N -4.4970 -0.4067 3.9143 0.29 0.22 -0.27 -0.047
C -5.2771 0.4057 2.9944 -0.34 0.42 -0.38 -0.229
C -6.7308 -0.0060 2.9441 -0.08 -0.34 0.02 -0.245
O -7.3736 0.8167 2.0049 0.00 0.32 -0.23 -0.184
C -8.7279 0.4812 1.8519 -0.24 -0.49 0.52 -0.118
H -0.9611 -0.6165 1.5397 -0.02 -0.08 -0.32 0.076
H -1.0004 -2.4105 1.1478 -0.13 0.40 -0.30 0.082
H 0.0765 -1.8060 2.3498 -0.20 0.17 0.38 0.074
H -3.3353 -2.8177 1.7811 -0.07 0.17 -0.26 0.129
H -3.2942 -1.0292 1.5974 -0.15 -0.04 -0.13 0.106
H -3.8512 -2.3462 4.2754 0.11 -0.05 -0.06 0.122
H -5.1605 -2.2418 3.1393 -0.03 0.10 -0.09 0.107
H -3.5988 0.0586 4.0082 -0.01 -0.13 0.37 0.104
H -4.8986 0.4412 1.9616 -0.05 -0.30 -0.01 0.095
H -5.2909 1.4577 3.2977 0.27 -0.12 0.33 0.126
H -7.1914 0.0996 3.9357 0.04 0.00 0.00 0.131
H -6.8322 -1.0593 2.6451 -0.04 0.03 0.01 0.115
H -9.2267 1.1883 1.1975 0.19 0.11 -0.11 0.087
H -9.2323 0.4867 2.8301 -0.04 0.10 -0.11 0.088
H -8.8374 -0.5369 1.4537 0.01 0.09 -0.12 0.089
C 8.0018 2.3357 4.1173 0.56 -0.22 0.23 -0.119
O 7.5383 1.0623 3.7433 -0.26 0.07 0.02 -0.194
C 7.1554 0.2801 4.8562 0.04 -0.36 -0.13 -0.232
C 6.8525 -1.1180 4.3355 0.99 -0.05 0.37 -0.224
N 5.7690 -1.1743 3.4072 -0.50 -0.71 -0.51 -0.058
C 4.4385 -1.2087 3.9850 0.21 0.74 0.52 -0.218
C 3.4005 -1.1384 2.9070 -0.25 0.14 -0.27 -0.232
O 3.3131 0.2025 2.4492 -0.05 -0.23 0.20 -0.179
C 2.3856 0.3276 1.4060 -0.35 0.54 -0.55 -0.123
H 8.9865 2.2430 4.6017 -0.02 0.08 -0.12 0.088
H 7.3582 2.8360 4.8490 -0.28 0.01 -0.22 0.085
H 8.1077 2.9178 3.2067 -0.07 0.16 0.05 0.087
H 6.2542 0.7070 5.3146 0.14 0.13 0.20 0.117
H 7.9845 0.2381 5.5761 -0.16 0.06 0.14 0.123
H 6.7095 -1.8216 5.1612 -0.42 0.20 0.10 0.121
H 7.7775 -1.5017 3.8864 -0.11 0.20 -0.31 0.118
H 5.8173 -0.4214 2.7328 0.14 0.06 0.04 0.111
H 4.2917 -0.3355 4.6468 -0.27 -0.14 0.04 0.118
H 4.2799 -2.0909 4.6088 0.23 -0.18 -0.18 0.122
H 2.4133 -1.4523 3.2689 0.04 -0.08 0.08 0.115
H 3.6992 -1.7901 2.0745 -0.10 -0.06 0.03 0.130
H 1.3450 0.0790 1.6588 0.26 -0.25 0.36 0.064
H 2.6736 -0.2757 0.5369 0.01 0.02 -0.02 0.089
H 2.3374 1.3782 1.1165 0.23 -0.05 -0.08 0.082
C 0.0116 -1.6817 -2.0421 0.49 0.02 -0.21 -0.091
O -0.1300 -2.7237 -2.9901 0.16 -0.48 0.21 -0.185
C -1.0525 -3.7252 -2.6011 -0.13 0.92 0.13 -0.245
C -1.2470 -4.6672 -3.7491 0.81 -0.85 -0.02 -0.222
N -2.1479 -5.7365 -3.3649 -0.80 0.31 -0.12 -0.081
C -2.6564 -6.5080 -4.4827 0.52 -0.43 0.21 -0.218
C -3.5204 -7.6671 -4.0168 0.32 0.48 0.18 -0.255
O -3.9574 -8.3513 -5.1652 -0.20 -0.30 0.21 -0.182
C -4.8613 -9.3818 -4.8299 -0.66 0.39 0.21 -0.118
H -0.4952 -0.7987 -2.4330 -0.12 0.12 0.38 0.075
H 1.0768 -1.4630 -1.9206 -0.03 0.08 -0.19 0.077
H -0.3327 -1.9594 -1.0420 -0.34 0.01 -0.13 0.065
H -1.9972 -3.2358 -2.3270 -0.09 -0.24 0.00 0.128
H -0.6901 -4.2768 -1.7205 0.04 0.04 0.01 0.124
H -0.2568 -5.0736 -4.0217 0.00 0.14 -0.05 0.127
H -1.5880 -4.1524 -4.6462 -0.38 0.08 0.14 0.127
H -1.7773 -6.3139 -2.6244 0.23 -0.06 -0.11 0.111
H -1.8514 -6.9653 -5.0830 -0.03 0.24 -0.14 0.125
H -3.2234 -5.8279 -5.1178 -0.11 -0.14 -0.11 0.125
H -4.3202 -7.2791 -3.3687 -0.29 -0.14 -0.34 0.128
H -2.9335 -8.3537 -3.3877 0.09 0.04 0.00 0.123
H -5.0082 -10.0407 -5.6804 0.21 0.00 -0.08 0.085
H -5.8376 -8.9426 -4.5733 0.04 -0.08 -0.04 0.089
H -4.5495 -9.9530 -3.9494 0.28 -0.09 -0.13 0.084
C 5.0289 0.4311 -5.2520 0.00 0.20 -0.16 -0.106
O 3.9309 0.7194 -4.4116 0.25 -0.20 0.18 -0.190
C 4.2442 1.4847 -3.2693 0.01 0.45 0.33 -0.234
C 3.1903 1.2959 -2.1893 0.00 0.13 0.44 -0.207
N 2.1639 2.3263 -2.1730 0.43 0.07 -0.48 -0.040
C 1.4190 2.4033 -3.4178 -0.40 -0.62 0.26 -0.223
C 0.4013 3.5274 -3.3551 0.22 -0.12 -1.04 -0.216
O 0.9091 4.8278 -3.1255 -0.32 0.01 0.47 -0.177
C 2.1320 5.1347 -3.7422 0.55 -0.19 0.17 -0.127
H 4.9648 -0.6176 -5.5410 -0.01 0.04 -0.15 0.085
H 5.9970 0.5966 -4.7694 -0.10 -0.05 0.20 0.081
H 5.0097 1.0739 -6.1381 -0.04 -0.11 -0.07 0.085
H 4.3239 2.5556 -3.5120 -0.08 -0.05 -0.06 0.124
H 5.2133 1.2107 -2.8348 0.04 -0.31 -0.29 0.115
H 3.7077 1.3604 -1.2274 -0.07 -0.11 0.00 0.108
H 2.7868 0.2736 -2.2767 0.03 0.02 -0.11 0.111
H 1.5205 2.1711 -1.4026 0.07 0.05 -0.05 0.065
H 0.8604 1.4628 -3.6035 -0.15 0.15 0.01 0.125
H 2.0737 2.4516 -4.2867 0.24 0.36 0.15 0.101
H -0.3064 3.2507 -2.5734 -0.04 0.51 0.21 0.087
H -0.1351 3.5660 -4.3177 -0.09 -0.26 0.10 0.126
H 2.9624 4.7892 -3.1130 -0.02 0.02 -0.09 0.077
H 2.2060 6.2150 -3.8522 -0.16 0.04 0.05 0.085
H 2.2705 4.6809 -4.7285 -0.27 0.01 -0.09 0.086
O -0.0486 1.7540 -0.2489 -0.26 -0.30 0.03 -0.071
H -0.7497 1.4513 -0.8501 0.16 0.06 -0.15 -0.002
H -0.4983 2.0208 0.5625 0.26 0.21 0.11 -0.011
O -3.2729 2.0337 0.6164 0.22 -0.28 0.00 -0.043
H -2.9461 1.3158 1.1696 -0.03 0.02 0.12 0.030
H -3.5817 2.7001 1.2382 -0.04 0.14 -0.11 0.063
O -2.2290 1.1547 -1.9867 0.10 -0.09 0.05 -0.050
H -2.4608 1.9294 -2.5086 -0.01 -0.01 -0.06 0.055
H -2.6840 1.2891 -1.1447 -0.35 0.17 -0.04 0.008

---

Calculated HOMO (eV), listed in the same order as above: -9.02, -8.21
Calculated maximum force (eV Å⁻¹), listed in the same order as above: 1.9, 1.3